Entry 1:
ORCA calculation (wB97M-V/def2-TZVPD) on a cluster of 12 separate species, C3H32N2O11S in total.

```
49
Properties=species:S:1:pos:R:3:forces:R:3
N -0.9065 -3.0312 -0.2070 0.14 -2.29 -0.85
C -0.3500 -1.9650 -0.9990 2.22 4.55 1.34
C 0.9277 -2.0979 -1.7958 -1.87 -2.24 -1.90
S 0.4322 -3.0681 -3.3668 -0.95 -0.21 0.35
C 0.0946 -0.9126 0.1382 -2.78 -0.51 -1.83
N -0.4441 0.3688 -0.2291 2.29 3.15 -0.87
H -0.2684 -3.8696 -0.0591 -0.95 1.55 -0.48
H -1.7137 -3.3463 -0.7120 -0.50 -0.71 -0.14
H -1.0126 -1.3653 -1.7298 0.09 -1.53 1.73
H 1.7353 -2.5238 -1.3052 1.06 -2.46 1.37
H 1.5416 -1.2655 -2.0570 -0.98 1.58 -0.78
H -0.9873 -3.3861 -3.1636 2.42 0.83 0.19
H -0.5032 -1.1568 0.9877 0.71 -0.51 0.68
H 1.1400 -0.9067 0.2897 1.19 -0.25 0.47
H 0.3413 0.9593 -0.7017 -2.27 -1.43 0.52
H -0.5121 0.9038 0.6310 -0.24 0.07 0.24
H 4.2584 1.1964 -1.8646 -0.95 -0.85 0.64
H 3.2311 0.2158 -1.0674 0.98 0.74 0.68
O 3.4748 0.6080 -1.9126 0.45 0.03 -1.41
H -0.5679 3.9109 -0.0313 -0.24 -0.15 0.43
H -1.9653 4.2078 0.3990 1.89 0.26 0.96
O -1.0200 4.2282 0.7711 -2.67 0.23 -1.11
H 0.0283 3.4547 3.1774 0.35 1.25 1.21
H -0.8052 2.8969 2.0949 2.52 -0.39 0.59
O 0.0953 2.7393 2.5786 -2.46 -0.86 -1.44
H 1.6548 -2.4398 4.3044 -0.74 0.13 -0.33
H 0.4365 -1.7561 3.4975 -0.38 -0.56 -0.14
O 1.3286 -1.6602 3.8334 1.18 0.03 0.62
H 1.1002 1.1175 2.9501 -0.48 0.88 0.42
H 2.1460 -0.0507 2.9258 -1.20 0.41 -0.28
O 1.5067 0.4752 2.3863 1.06 -1.45 0.18
H -3.6283 -0.7362 -1.1480 -0.49 0.93 -0.16
H -3.8065 -1.0940 -2.7471 0.22 0.09 1.93
O -3.6284 -1.4107 -1.8222 0.06 -1.34 -1.88
H 1.7993 0.8996 -2.2751 1.36 0.22 0.18
H 0.8643 0.1818 -3.1608 -0.55 -2.26 -1.29
O 1.0074 1.0067 -2.7840 -0.96 2.36 0.13
H -2.7248 0.7881 -0.7189 0.65 0.24 0.29
H -3.4932 1.0940 0.5995 -0.03 -0.24 -1.41
O -3.6116 0.9626 -0.3760 -0.12 0.20 1.32
H -1.7954 -2.4933 1.6452 1.57 0.89 2.02
H -2.2124 -1.9811 3.0619 -0.30 0.10 0.45
O -1.4230 -2.0997 2.5378 -1.23 -1.15 -2.08
H 0.4696 3.3973 -1.4064 2.28 0.87 -1.11
H -0.5693 2.5800 -2.2363 0.11 -0.91 -2.42
O -0.3191 2.9255 -1.4234 -1.87 0.37 3.08
H 2.8548 1.9052 0.6851 0.50 -0.06 -0.15
H 2.5319 0.5672 1.1315 0.26 0.10 0.31
O 3.2675 1.0262 0.6741 -0.36 0.29 -0.22
```
Forces are in eV/Å.

Summary:
* energy above the lowest of the compared OMol25 structures with the same formula, charge and spin: 65.5 kcal per mole
* charge: 0
* LUMO level: 0.222 eV
* SMILES: NC[C@H](N)CS.O.O.O.O.O.O.O.O.O.O.O



Entry 2:
ORCA calculation (wB97M-V/def2-TZVPD) on a structure of composition C52H46GaN10O2S.

```
112
Properties=species:S:1:pos:R:3:forces:R:3
Ga 0.1890 0.5645 1.0923 -0.12 -0.27 0.02
C -2.2657 6.0511 -1.9822 0.01 0.01 -0.01
C -2.1644 4.7116 -1.3086 0.01 0.02 -0.01
C -2.6922 3.5606 -1.8896 0.01 0.00 -0.02
C -2.5348 2.3234 -1.3003 0.05 -0.01 0.05
C -1.8672 2.1634 -0.0815 -0.01 -0.09 0.05
N -1.6207 0.9018 0.4789 -0.05 0.04 -0.17
C -2.6016 -0.0803 0.4229 0.00 0.08 0.00
C -3.9497 0.2329 0.6722 0.00 0.01 -0.02
C -4.9306 -0.7309 0.7410 0.02 -0.03 0.02
C -4.6230 -2.0871 0.5995 0.01 0.02 0.01
C -5.6801 -3.1462 0.7452 -0.01 0.00 0.00
C -3.3067 -2.4136 0.3411 -0.02 -0.03 0.00
C -2.3180 -1.4374 0.2148 -0.03 0.02 -0.04
N -1.0203 -1.8925 -0.1885 0.00 0.13 -0.04
C -0.7511 -2.9498 -0.9794 0.00 0.01 -0.05
C 0.6157 -3.0445 -1.1179 0.00 0.02 -0.03
C 1.1209 -1.9752 -0.3809 0.00 -0.02 -0.03
N 0.1280 -1.2960 0.1848 0.04 0.03 0.06
C -1.3795 3.3322 0.5143 -0.01 0.00 0.01
C -1.4975 4.5714 -0.1041 -0.01 0.01 0.00
N -0.7500 3.2982 1.8005 -0.03 -0.06 0.02
C -0.7735 4.2639 2.7362 -0.02 0.03 0.01
C 0.0386 3.8705 3.7787 0.00 0.00 -0.01
C 0.5310 2.6261 3.3917 -0.04 -0.01 -0.01
N 0.0458 2.2901 2.2004 0.10 0.06 -0.03
H -3.0404 6.0462 -2.7476 0.00 0.00 0.00
H -1.3223 6.3086 -2.4675 0.01 -0.01 -0.01
H -2.5000 6.8397 -1.2666 0.00 0.00 0.00
H -3.2031 3.6316 -2.8423 -0.01 0.00 0.00
H -2.9211 1.4424 -1.7914 -0.03 -0.10 -0.05
H -4.2052 1.2762 0.8151 0.00 -0.01 0.00
H -5.9545 -0.4321 0.9344 0.00 0.00 0.00
H -6.5616 -2.9034 0.1511 0.00 -0.01 0.00
H -6.0029 -3.2409 1.7841 0.00 0.00 0.00
H -5.3128 -4.1192 0.4214 0.00 0.00 0.00
H -3.0309 -3.4572 0.2487 0.02 0.00 0.00
H -1.5405 -3.5304 -1.4213 -0.03 0.00 0.01
H 1.1607 -3.7596 -1.7074 0.00 0.00 0.01
H 2.1388 -1.6434 -0.2550 0.00 0.00 0.02
H -1.0394 5.4388 0.3557 0.02 -0.01 0.01
H -1.3705 5.1484 2.6006 0.00 0.00 -0.01
H 0.2413 4.4093 4.6865 0.00 0.00 0.00
H 1.1890 1.9516 3.9145 0.01 0.00 -0.01
S 6.2278 -0.6400 3.4507 -0.01 0.00 -0.01
C 4.5761 -0.3865 2.9329 0.00 -0.01 0.03
C 3.5057 -1.2282 3.2362 0.01 0.01 0.03
C 2.2527 -0.9054 2.7660 0.01 0.06 0.04
N 2.0071 0.1775 2.0189 0.03 -0.10 -0.09
C 3.0335 0.9987 1.7303 0.00 0.01 -0.07
C 4.3133 0.7537 2.1699 0.00 0.01 0.01
C 6.1087 -2.1913 4.3117 0.00 -0.02 0.00
C 6.2308 -3.3877 3.6208 0.00 0.00 0.00
C 6.1374 -4.5706 4.3412 0.00 0.00 0.00
N 5.9415 -4.6165 5.6558 0.00 0.00 0.00
C 5.8423 -3.4615 6.3064 0.00 -0.01 0.00
C 5.9197 -2.2218 5.6847 0.00 0.02 -0.01
H 3.6346 -2.1190 3.8334 0.00 0.00 0.00
H 1.4022 -1.5232 3.0098 -0.01 -0.04 -0.02
H 2.7928 1.8700 1.1266 0.00 -0.01 0.05
H 5.1032 1.4460 1.9111 0.00 0.00 0.00
H 6.3975 -3.3998 2.5522 0.00 0.00 0.00
H 6.2280 -5.5250 3.8356 0.00 0.00 0.00
H 5.6938 -3.5248 7.3781 0.00 0.00 0.00
H 5.8366 -1.3078 6.2568 0.00 0.00 0.00
N -2.6684 -0.5940 4.1231 0.01 -0.01 -0.02
C -1.7534 0.1620 3.4905 -0.02 0.00 0.01
N -0.8533 -0.5442 2.8506 0.05 0.05 0.00
C -1.2144 -1.8799 3.0699 -0.01 -0.04 -0.03
C -0.6622 -3.0775 2.6072 0.05 -0.01 0.01
C -1.2846 -4.2556 2.9662 0.00 0.00 0.00
C -2.4347 -4.2706 3.7703 0.00 0.01 0.00
C -2.9942 -3.0995 4.2358 -0.01 -0.01 -0.01
C -2.3628 -1.9182 3.8652 0.00 0.03 0.05
H -3.4556 -0.2455 4.6427 0.00 0.00 0.00
H -1.7980 1.2389 3.4988 0.01 0.01 0.01
H 0.2084 -3.0980 1.9650 0.01 0.02 0.04
H -0.8758 -5.1942 2.6161 0.00 0.00 0.00
H -2.8883 -5.2177 4.0286 0.00 0.00 0.00
H -3.8828 -3.1009 4.8527 0.00 0.00 0.00
C 1.0114 -1.6462 -7.4942 0.01 -0.01 0.00
C 0.1941 -1.3370 -6.2689 0.01 0.00 0.00
C -1.0446 -1.9434 -6.0970 -0.02 0.03 -0.01
C -1.8085 -1.6908 -4.9685 -0.02 -0.02 0.00
C -1.3423 -0.8037 -4.0155 0.08 0.02 -0.01
C -0.1031 -0.1855 -4.1702 -0.03 -0.09 0.03
N 0.3577 0.6782 -3.1468 0.04 0.08 0.27
C 0.5710 2.0321 -3.2930 0.02 0.11 0.03
C 0.3234 2.6349 -4.5367 0.00 0.04 0.01
C 0.5514 3.9793 -4.7420 -0.01 -0.01 -0.05
C 1.0336 4.7851 -3.7177 0.01 0.04 0.02
C 1.2586 4.2137 -2.4833 -0.03 0.03 -0.02
C 1.0363 2.8572 -2.2349 -0.11 -0.12 0.00
C 1.2741 2.4306 -0.8214 0.18 -0.16 -0.15
O 1.6693 3.2266 0.0203 0.07 0.14 0.08
O 1.0561 1.1650 -0.5220 -0.18 0.10 -0.16
C 0.6901 -0.4664 -5.2884 0.02 -0.05 0.03
C 2.0686 0.1166 -5.4291 0.02 0.00 -0.01
H 0.3975 -2.1217 -8.2575 0.00 -0.01 0.01
H 1.8345 -2.3258 -7.2584 0.01 0.02 0.00
H 1.4523 -0.7467 -7.9239 -0.01 0.01 -0.01
H -1.4143 -2.6165 -6.8612 0.00 0.00 0.00
H -2.7750 -2.1648 -4.8462 0.02 0.01 0.00
H -1.9374 -0.5689 -3.1439 -0.07 0.04 0.12
H 0.2904 0.3641 -2.1915 0.04 -0.04 0.04
H -0.0632 2.0269 -5.3435 -0.01 0.02 0.01
H 0.3503 4.4041 -5.7179 -0.01 0.00 0.00
H 1.2259 5.8363 -3.8845 0.00 0.00 0.01
H 1.6197 4.8096 -1.6556 -0.01 -0.01 -0.01
H 2.0981 0.9096 -6.1806 -0.01 0.00 0.00
H 2.7777 -0.6507 -5.7427 0.00 0.00 -0.01
H 2.4145 0.5415 -4.4895 0.00 -0.01 -0.01
```
Forces are in eV/Å.

Summary:
* energy above the lowest of the compared OMol25 structures with the same formula, charge and spin: 0.0 kcal per mole
* charge: +1
* LUMO level: -2.248 eV



Entry 3:
ORCA calculation (wB97M-V/def2-TZVPD) on a cluster of 9 separate species, C52H88BN16O8 in total.

```
165
Properties=species:S:1:pos:R:3:forces:R:3
O -3.3949 -0.9398 0.1764 2.21 0.00 0.15
C -2.2871 -1.1098 0.6687 -3.03 0.83 -0.07
O -1.2354 -0.3053 0.6445 -0.73 0.46 -1.13
B -0.1997 -0.8509 1.4789 1.43 -0.34 0.40
O -0.8270 -1.9698 2.1405 2.50 -0.33 1.16
C -2.0240 -2.1552 1.7368 -2.13 -1.55 0.73
O -2.8056 -2.9360 2.2408 0.43 0.73 -0.97
O 0.3946 0.0852 2.4431 1.13 1.25 -0.38
C 1.5958 0.5177 1.9695 0.50 2.31 3.03
O 2.3225 1.3753 2.4987 -2.15 -2.30 -1.42
C 1.9197 -0.2893 0.7597 2.23 -0.68 -3.22
O 0.9999 -1.2434 0.6730 0.37 0.36 -0.70
O 2.8728 -0.1007 -0.0302 -2.77 -0.60 2.43
C -1.4424 -1.8677 7.1539 -0.28 0.17 0.54
C -1.0422 -1.1057 8.4536 -1.50 -1.58 -1.09
N 0.0816 -0.2988 8.1621 4.65 0.33 -0.60
C 0.0465 0.8751 7.4780 0.71 0.65 -0.59
C 1.3515 1.2976 7.2594 -1.47 0.39 -0.21
N 2.2009 0.4176 7.8382 -1.76 -2.09 0.38
C 1.4070 -0.6405 8.2811 0.65 1.83 0.43
C 3.6784 0.6234 7.7919 -0.40 -0.82 -0.88
H -1.8749 -1.1348 6.4728 0.46 -0.08 -0.40
H -2.2462 -2.5907 7.2924 0.12 -0.02 0.47
H -0.5861 -2.4077 6.7498 -0.06 0.21 -0.24
H -0.7876 -1.8100 9.2456 -0.31 0.38 0.21
H -1.8611 -0.4144 8.6527 0.08 -0.30 0.79
H -0.9222 1.2109 7.1385 0.33 0.48 0.02
H 1.7636 2.0866 6.6478 -0.39 0.23 0.30
H 1.8435 -1.5319 8.7070 -0.38 0.05 0.24
H 4.0077 0.2733 6.8136 0.01 -0.06 -0.05
H 4.2193 0.0244 8.5246 -0.34 0.41 0.27
H 3.8814 1.6942 7.8063 -0.09 -0.21 0.58
C 9.2797 -0.1316 -2.1866 0.17 0.31 0.60
C 9.7416 -0.5037 -0.7868 0.13 -0.35 0.00
N 10.7961 0.3946 -0.2956 2.29 1.76 0.22
C 11.5373 0.2251 0.8680 0.21 1.42 0.41
C 12.3533 1.3404 1.0364 -0.31 -0.62 -0.73
N 12.2331 2.1480 -0.1006 -2.80 -3.18 -0.93
C 11.2960 1.5090 -0.8767 -0.01 0.63 0.31
C 12.8025 3.4422 -0.4138 0.72 0.92 1.15
H 10.1559 -0.1637 -2.8341 -0.36 -0.18 -0.40
H 8.8717 0.8792 -2.1818 0.04 0.12 -0.06
H 8.4589 -0.7730 -2.5076 0.39 -0.20 -0.09
H 10.1971 -1.4935 -0.7554 -0.19 -0.10 -0.16
H 8.9333 -0.4896 -0.0556 0.00 0.10 -0.03
H 11.3897 -0.6349 1.5043 0.07 0.18 0.02
H 13.0172 1.6185 1.8415 0.00 -0.22 -0.07
H 10.9604 1.8811 -1.8334 0.12 0.04 0.13
H 12.4159 4.1411 0.3279 -0.02 0.12 -0.04
H 12.5751 3.8585 -1.3951 -0.11 -0.70 -0.05
H 13.8796 3.4103 -0.2493 -0.02 -0.08 -0.30
C -14.2068 -4.0646 -0.2246 -1.50 0.37 0.24
C -14.1842 -4.1344 -1.7786 -0.18 0.22 0.74
N -13.1535 -3.2553 -2.3484 4.35 0.78 -1.68
C -13.1140 -1.8279 -2.3887 -0.52 -2.38 1.46
C -11.8396 -1.4868 -2.6252 0.66 1.58 -1.14
N -11.0667 -2.5762 -2.9526 -0.98 -0.92 0.90
C -11.8585 -3.6538 -2.7532 -2.13 0.80 0.61
C -9.6083 -2.5495 -3.3394 -1.51 0.19 -0.37
H -14.9673 -3.3202 0.0109 0.15 0.33 0.16
H -13.3555 -3.8038 0.4043 0.54 -0.10 -0.81
H -14.6586 -4.9380 0.2456 0.23 -0.41 -0.47
H -15.1262 -3.7308 -2.1499 -0.03 -0.20 0.03
H -14.1082 -5.1525 -2.1603 0.44 0.19 -0.11
H -13.9639 -1.2495 -2.0578 0.10 0.03 -0.22
H -11.4314 -0.4922 -2.7277 -0.08 -0.07 0.03
H -11.5700 -4.6811 -2.9199 -0.03 0.05 0.10
H -8.9832 -2.7292 -2.4648 -0.07 -0.33 -0.31
H -9.3915 -1.5665 -3.7575 -0.16 0.03 0.23
H -9.5316 -3.2348 -4.1836 0.49 -0.28 0.44
C 0.5444 -7.1674 -0.7294 -0.82 -0.25 0.31
C 0.2422 -7.3916 0.7471 0.87 1.03 1.00
N 1.1582 -8.3354 1.4034 1.45 -3.84 -0.44
C 0.9700 -9.7248 1.5630 0.62 -0.35 2.40
C 2.1231 -10.2588 2.2569 -2.84 0.50 -2.92
N 3.0607 -9.3065 2.1301 -1.90 2.51 -0.59
C 2.4403 -8.1703 1.6629 1.64 0.74 0.49
C 4.4317 -9.4017 2.5253 1.29 0.25 0.50
H 1.4446 -6.5922 -0.9456 0.33 -0.47 0.40
H -0.2374 -6.5143 -1.1169 -0.29 -0.39 -0.19
H 0.5363 -8.1538 -1.1932 0.08 0.33 -0.56
H -0.7552 -7.7035 1.0570 -0.04 -0.12 -0.67
H 0.4221 -6.4689 1.2988 -0.20 0.20 -0.01
H 0.0063 -10.1306 1.2929 0.15 -0.30 0.37
H 2.4154 -11.2170 2.6603 -0.52 -0.14 -0.25
H 2.8883 -7.1994 1.5109 0.47 -0.25 0.19
H 4.5104 -9.1724 3.5880 0.24 0.37 -0.13
H 5.0005 -8.7416 1.8705 0.11 0.15 0.45
H 4.8865 -10.3860 2.4134 -0.64 -0.19 -0.32
C 5.3953 -3.3920 -7.4714 -1.19 0.53 -0.60
C 5.5232 -2.0350 -8.1917 0.96 0.84 1.38
N 4.9215 -0.9189 -7.3485 -2.92 1.72 1.98
C 5.5260 0.2724 -6.8848 -0.79 -0.84 0.00
C 4.6708 0.8782 -5.9915 0.85 -0.19 -0.88
N 3.5320 0.1439 -5.8814 0.44 -2.42 -1.41
C 3.6343 -0.9313 -6.7601 2.92 0.96 0.34
C 2.4869 0.5292 -4.9083 -0.47 0.17 -0.85
H 4.3720 -3.7592 -7.5500 0.06 -0.37 -0.41
H 5.5192 -3.3041 -6.3920 0.66 0.21 -0.11
H 6.1018 -4.0860 -7.9266 -0.19 -0.07 0.20
H 5.2240 -1.8955 -9.2305 -0.44 -0.50 0.21
H 6.5886 -1.8070 -8.1611 0.01 0.26 -0.18
H 6.4886 0.6159 -7.2338 -0.07 -0.21 0.02
H 4.7319 1.8219 -5.4697 0.31 -0.17 -0.09
H 2.9543 -1.7492 -6.9477 -0.21 0.27 0.32
H 2.9260 1.1953 -4.1656 0.09 -0.14 -0.20
H 2.0074 -0.2963 -4.3822 0.31 -0.17 -0.34
H 1.7570 1.0735 -5.5076 -0.27 0.03 0.42
C 7.8484 4.1621 2.8548 -0.64 -1.39 -0.40
C 7.8906 5.6419 2.5459 -0.04 -0.96 -0.20
N 6.8416 6.0425 1.6103 -3.12 0.70 -1.73
C 6.9189 5.9180 0.2316 -0.92 0.35 -0.77
C 5.7134 6.2715 -0.3395 -0.66 0.58 1.26
N 4.7817 6.5930 0.6843 5.27 -1.11 2.26
C 5.5726 6.4644 1.8587 -1.48 -0.52 -1.31
C 3.3602 6.9211 0.5574 0.33 0.07 -0.07
H 7.8433 3.4983 1.9902 0.36 0.51 -0.80
H 6.9141 3.7953 3.2798 0.15 0.44 0.93
H 8.7472 3.8393 3.3801 -0.31 0.27 0.54
H 8.8160 5.7338 1.9773 0.12 1.03 0.54
H 7.7608 6.2210 3.4602 0.57 0.24 -0.28
H 7.8044 5.5820 -0.2875 0.02 0.22 0.22
H 5.4109 6.5098 -1.3485 0.34 -0.50 -0.11
H 5.1273 6.5081 2.8417 0.19 0.26 0.03
H 3.2269 8.0022 0.5194 -0.01 -0.10 -0.06
H 2.8075 6.5060 1.4002 0.10 -0.01 -0.13
H 3.0489 6.4519 -0.3759 -0.24 0.15 0.17
C -3.7015 4.7555 -3.2746 -0.32 -1.06 -0.26
C -3.0385 5.4258 -4.4566 -0.03 -1.43 0.61
N -3.9356 6.2884 -5.1827 -1.04 3.84 -0.47
C -5.2050 5.9906 -5.7440 0.99 1.05 0.11
C -5.6978 7.1491 -6.3008 1.43 -0.04 0.88
N -4.7573 8.1582 -6.0957 1.37 -2.46 2.13
C -3.7130 7.6613 -5.3151 -3.05 -1.72 -2.42
C -4.8977 9.5080 -6.6370 0.75 -0.73 0.09
H -4.5576 4.1629 -3.5971 -0.67 0.67 0.00
H -3.9231 5.4437 -2.4588 -0.07 -0.31 -0.01
H -3.1016 3.8909 -2.9905 0.65 0.50 0.62
H -2.7380 4.6218 -5.1285 0.33 0.25 -0.18
H -2.1661 5.9429 -4.0571 -0.08 0.40 -0.68
H -5.6445 5.0054 -5.6925 0.18 0.14 -0.03
H -6.6488 7.4054 -6.7439 0.14 -0.33 -0.18
H -2.8860 8.2616 -4.9657 0.07 -0.32 -0.06
H -5.4917 9.3389 -7.5351 -0.35 0.85 0.29
H -3.8972 9.7853 -6.9688 -0.19 0.47 0.11
H -5.2737 10.1212 -5.8180 -0.26 0.42 -0.70
C -5.8295 1.8510 3.1837 0.48 1.89 1.13
C -7.3099 1.6857 3.4028 -0.61 -1.26 -1.12
N -7.5859 0.2221 3.6082 -0.78 -1.76 -1.45
C -7.2450 -0.5941 4.6521 -0.53 -1.47 0.86
C -7.6754 -1.9126 4.4230 0.85 2.09 -1.89
N -8.1406 -1.9122 3.0687 0.90 5.37 2.14
C -8.0992 -0.5922 2.6659 0.20 -1.00 0.48
C -8.6198 -2.9079 2.2170 -0.71 -3.01 -0.17
H -5.2600 1.3386 2.4083 -0.74 -0.84 0.16
H -5.3832 1.7639 4.1743 0.61 -0.25 -0.24
H -5.6662 2.8898 2.8967 -0.07 0.28 0.22
H -7.8602 2.0203 2.5234 -0.13 -0.53 -0.23
H -7.8320 2.2286 4.1907 0.84 0.02 0.44
H -6.7054 -0.1906 5.4961 -0.31 -0.16 0.11
H -7.5462 -2.7984 5.0271 -0.15 0.06 -0.18
H -8.4028 -0.2615 1.6836 -0.07 -0.05 0.13
H -9.5327 -2.6744 1.6692 0.27 0.51 0.02
H -8.9047 -3.7370 2.8648 -0.06 -0.20 -0.13
H -7.8371 -3.3064 1.5715 -0.03 0.26 -0.15
```
Forces are in eV/Å.

Summary:
* charge: +7
* LUMO level: -10.111 eV



> The highest LUMO level belongs to which entry?

C3H32N2O11S



> Among the records above, which one has the highest charge?

C52H88BN16O8